Entry 1:
44
Properties=species:S:1:pos:R:3:mulliken_spin:R:1 method="wB97M-V/def2-TZVPD" s2=6.0371 multiplicity=5 charge=+2 lumo_ev="-6.8285 / -8.1194" orbital_gap_ev="7.03 / 6.88" homo_ev="-13.8598 / -15.0041" total_energy_ha=-1686.9089
Rh 0.0283 -1.1927 0.6404 2.281
O 1.1420 6.3995 0.8214 0.012
C -0.0017 6.4138 0.8230 -0.012
O -1.1459 6.3904 0.8204 0.012
C 0.0141 3.6203 0.9581 0.753
C -1.1921 2.9942 0.9137 0.053
C -1.1498 1.6029 0.7255 0.002
N 0.0201 0.9664 0.5885 0.055
C 1.1855 1.6075 0.7392 0.004
C 1.2218 2.9988 0.9268 0.049
C 2.3792 0.7624 0.7669 0.044
C 3.6750 1.2696 0.6978 0.005
C 4.7450 0.4050 0.8429 0.000
C 4.4973 -0.9459 1.0440 0.002
C 3.1818 -1.3844 1.0791 0.007
N 2.1513 -0.5547 0.9407 0.094
C -2.3428 0.7551 0.7377 0.045
C -3.6395 1.2656 0.6943 0.004
C -4.7110 0.4016 0.8328 0.000
C -4.4646 -0.9557 0.9919 0.003
C -3.1504 -1.3961 0.9965 0.020
N -2.1145 -0.5671 0.8725 0.084
H -2.1153 3.5382 1.0190 0.027
H 2.1432 3.5446 1.0420 0.027
H 3.8441 2.3205 0.5324 0.001
H 5.7549 0.7829 0.8099 0.000
H 5.3065 -1.6478 1.1726 0.000
H 2.9522 -2.4302 1.2472 -0.008
H -3.8094 2.3207 0.5569 0.001
H -5.7197 0.7835 0.8275 0.000
H -5.2750 -1.6586 1.1120 0.001
H -2.9247 -2.4465 1.1370 -0.008
S -0.0485 -3.4473 0.7003 0.302
C -0.0213 -2.9617 -0.9674 -0.105
N -1.2009 -3.0056 -1.6863 0.068
C -1.2429 -2.9916 -3.0330 0.022
C -0.0876 -2.9269 -3.7669 0.062
C 1.1477 -2.8661 -3.0947 -0.001
C 1.1805 -2.8875 -1.7186 0.087
H -2.0622 -3.1352 -1.1627 -0.004
H -2.2189 -3.0451 -3.4928 0.003
H -0.1234 -2.9478 -4.8436 0.002
H 2.0677 -2.8338 -3.6596 -0.001
H 2.1223 -2.9136 -1.1866 0.006



Entry 2:
35
Properties=species:S:1:pos:R:3:lowdin_charge:R:1 method="wB97M-V/def2-TZVPD" smiles=N[C@H](CS)CNCO.O.O.O.O.O lumo_ev=-0.2063 e_above_lowest_ev=0.000 orbital_gap_ev=8.76 homo_ev=-8.9695 total_energy_ha=-1124.7262
N 1.0071 0.5687 -2.4135 0.049
C 1.3367 -0.3726 -1.2999 -0.394
C 0.1363 -1.2865 -1.0059 -0.500
S 0.5560 -3.0864 -0.9097 0.698
C 1.6636 0.5371 -0.0969 -0.181
N 1.8819 -0.1937 1.1683 -0.026
C 1.1713 0.3922 2.2991 -0.269
O -0.2154 0.2831 2.1440 -0.124
H 0.0065 0.7636 -2.4624 0.040
H 1.3672 0.2913 -3.2664 0.044
H 2.2523 -0.9491 -1.5956 0.134
H -0.6559 -1.2406 -1.8008 0.080
H -0.3385 -1.0331 -0.1288 -0.015
H 1.8826 -3.0491 -0.7387 -0.157
H 2.6302 1.1074 -0.3296 0.142
H 0.8366 1.2421 -0.0070 0.084
H 1.7534 -1.1749 1.1199 0.070
H 1.4970 -0.0959 3.2623 0.137
H 1.3203 1.4722 2.3681 0.113
H -0.5896 -0.6226 2.3134 0.067
O -0.0466 3.3518 1.4907 -0.068
H -0.1164 3.3591 0.5338 -0.031
H -0.4659 2.5213 1.7655 0.005
O -1.9929 0.8710 -2.0264 -0.052
H -2.8173 0.8396 -2.4934 0.058
H -2.0945 0.6155 -1.1129 -0.019
O -2.3852 0.2090 0.5332 -0.080
H -2.4218 -0.6999 0.9188 0.032
H -1.6556 0.6342 1.0417 0.036
O -1.7039 -1.9662 1.9630 -0.027
H -1.4377 -2.7502 1.5562 0.026
H -2.3447 -2.2244 2.6786 0.127
O -0.2795 3.1092 -1.1922 -0.061
H 0.4850 2.7014 -1.5661 0.008
H -1.0703 2.5656 -1.4613 0.053



Entry 3:
15
Properties=species:S:1:pos:R:3:lowdin_charge:R:1 method="wB97M-V/def2-TZVPD" smiles=C[C@H]1CN1CC#N lumo_ev=0.9184 e_above_lowest_ev=1.648 orbital_gap_ev=10.82 homo_ev=-9.9025 total_energy_ha=-304.7749
C -1.9031 -0.3430 0.5184 -0.051
C -0.7244 0.1898 -0.2548 -0.344
C -0.0979 1.5207 -0.0317 -0.099
N 0.5215 0.3105 0.4838 -0.094
C 1.6946 -0.1652 -0.2231 -0.201
C 1.7647 -1.6327 -0.1023 -0.196
N 1.7842 -2.7865 -0.0259 0.143
H -1.9708 0.1461 1.4956 0.081
H -1.7635 -1.4176 0.6846 0.079
H -2.8406 -0.1919 -0.0275 0.076
H -0.6273 -0.1942 -1.2749 0.140
H 0.3752 2.0145 -0.8827 0.108
H -0.4941 2.1932 0.7259 0.108
H 1.6842 0.0823 -1.2999 0.123
H 2.5974 0.2740 0.2145 0.126



Entry 4:
44
Properties=species:S:1:pos:R:3:lowdin_charge:R:1 method="wB97M-V/def2-TZVPD" lumo_ev=-0.7584 orbital_gap_ev=7.09 homo_ev=-7.8449 total_energy_ha=-1952.3339
O 5.8557 -0.2268 -3.8418 -0.388
S 4.5733 -0.8211 -4.0433 0.897
O 4.4443 -1.9717 -2.8566 -0.271
O 3.4841 0.3575 -3.6461 -0.334
C 2.8429 0.2221 -2.3639 -0.226
C 1.6162 -0.7151 -2.3857 -0.091
C 0.6545 -0.2596 -3.4800 -0.222
F 0.8314 0.9281 -4.0633 0.092
C -0.3509 -1.0848 -3.8590 -0.330
F -0.4023 -1.6836 -5.0205 0.158
F -1.3226 -1.3406 -3.0185 0.155
H 4.0685 -2.7387 -3.3197 0.063
H 2.4484 1.2136 -2.1199 0.131
H 3.5232 -0.0365 -1.5484 0.117
H 1.1063 -0.5391 -1.4221 0.121
H 1.8750 -1.7696 -2.4533 0.107
C -6.0051 1.9522 -0.7533 -0.070
C -5.5800 1.1123 0.2674 -0.065
C -4.2359 0.8016 0.3954 -0.004
C -3.3310 1.3418 -0.5019 -0.145
C -3.7415 2.1745 -1.5281 0.001
C -5.0875 2.4791 -1.6521 -0.063
N -1.9021 1.0345 -0.3561 -0.341
O -1.5717 0.2844 0.5444 0.065
O -1.1309 1.5509 -1.1403 0.083
H -7.0553 2.1977 -0.8480 0.108
H -6.2970 0.7017 0.9656 0.108
H -3.9089 0.1474 1.1907 0.117
H -3.0297 2.5887 -2.2279 0.122
H -5.4215 3.1309 -2.4483 0.109
C 0.3397 -0.5233 5.4575 -0.072
C 1.6466 -0.8338 5.8129 -0.068
C 2.6039 -1.0329 4.8312 -0.004
C 2.2379 -0.9138 3.5014 -0.146
C 0.9417 -0.6127 3.1346 -0.001
C -0.0132 -0.4167 4.1190 -0.061
N 3.2496 -1.0997 2.4529 -0.347
O 4.3789 -1.3828 2.8023 0.083
O 2.8993 -0.9595 1.2932 0.067
H -0.4052 -0.3627 6.2269 0.106
H 1.9193 -0.9176 6.8564 0.107
H 3.6194 -1.2743 5.1106 0.119
H 0.6633 -0.5248 2.0934 0.107
H -1.0312 -0.1771 3.8423 0.106



| no. | largest force on an atom (hartree/bohr) |
| --- | --- |
| 1 | 0.0357 |
| 2 | 0.0636 |
| 3 | 0.0230 |
| 4 | 0.0438 |